Below is an isolated molecule of C4H5P in a non-equilibrium geometry, with properties calculated with ωB97M-V/def2-TZVPD.

Last column: Mulliken charge in e.
Cartesian coordinates (Å):
C 0.027 1.087 -0.080  -0.410
C -0.548 0.293 0.839  -0.318
C -0.325 -1.156 0.406  -0.787
P 0.651 -1.138 -1.263  -0.106
C 0.659 0.564 -1.290  -0.305
H 0.015 2.065 0.153  0.427
H -1.048 0.478 1.768  0.388
H 0.596 -1.567 0.982  0.219
H -1.083 -1.851 0.517  0.521
H 1.057 1.225 -2.032  0.372

Properties
SMILES ... C1=CCP=C1
Energy ... -496.700673 Eh
E_LUMO ... 0.2 eV
HOMO ... -8.5 eV
Orbital gap ... 8.75 eV
Relative energy (zero: lowest compared OMol25 entry of this formula, charge and spin) ... 0.000 eV

Below is a structure of composition C29H51BaN6O3P, with properties calculated with ωB97M-V/def2-TZVPD.

Last column: Mulliken charge in e.
Cartesian coordinates (Å):
Ba 0.367 -0.313 1.195  1.108
C -1.439 1.745 4.397  -1.632
C -0.481 0.596 4.250  0.829
C 0.901 0.794 4.262  -0.282
C 1.781 -0.284 4.196  -0.629
C 1.293 -1.583 4.110  -0.740
C -0.084 -1.793 4.088  -0.427
C -0.959 -0.715 4.150  -0.377
H -2.001 1.650 5.327  0.461
H -2.167 1.771 3.583  0.274
H -0.913 2.698 4.425  0.324
H 1.294 1.799 4.366  0.425
H 2.849 -0.110 4.242  0.430
H 1.976 -2.423 4.094  0.500
H -0.475 -2.802 4.054  0.505
H -2.029 -0.890 4.160  0.469
C 0.423 3.279 0.768  -0.809
N -1.025 3.275 0.794  0.489
C -1.627 4.236 1.708  -1.348
C -1.750 2.371 0.078  -0.131
N -1.164 1.253 -0.308  0.280
C -1.655 0.617 -1.482  0.263
C -1.964 1.366 -2.616  -0.288
C -2.509 0.776 -3.744  -1.276
C -2.761 -0.589 -3.740  -0.826
C -2.405 -1.353 -2.642  -0.647
C -1.797 -0.782 -1.520  -0.456
N -1.432 -1.504 -0.363  -0.287
C -1.278 -2.810 -0.336  0.293
N -1.481 -3.413 0.887  0.750
C -2.662 -3.080 1.676  -0.804
C -0.835 -4.663 1.263  -1.179
N -0.842 -3.598 -1.348  0.237
C -1.397 -4.926 -1.593  -1.227
C 0.055 -3.111 -2.382  -0.910
N -3.060 2.669 -0.130  0.350
C -4.061 1.619 -0.258  -0.875
C -3.493 3.988 -0.578  -1.242
H 0.785 4.308 0.726  0.510
H 0.791 2.744 -0.104  0.096
H 0.849 2.829 1.678  0.157
H -1.059 4.244 2.639  0.444
H -2.653 3.956 1.928  0.413
H -1.615 5.249 1.301  0.343
H -1.784 2.435 -2.599  0.576
H -2.752 1.378 -4.609  0.486
H -3.229 -1.061 -4.594  0.468
H -2.620 -2.413 -2.645  0.657
H -3.111 -2.168 1.295  0.134
H -2.398 -2.939 2.725  0.221
H -3.392 -3.893 1.625  0.282
H 0.071 -4.807 0.681  0.382
H -1.485 -5.531 1.129  0.371
H -0.567 -4.614 2.320  0.308
H -2.234 -5.119 -0.928  0.390
H -0.645 -5.708 -1.470  0.381
H -1.766 -4.964 -2.620  0.398
H 0.526 -2.185 -2.065  0.097
H -0.467 -2.937 -3.326  0.371
H 0.828 -3.863 -2.547  0.493
H -3.699 0.704 0.206  0.158
H -4.308 1.410 -1.301  0.271
H -4.964 1.944 0.260  0.453
H -2.641 4.655 -0.676  0.385
H -4.217 4.428 0.109  0.379
H -3.963 3.890 -1.560  0.383
C 5.081 -1.059 -3.351  -1.012
C 5.496 -0.620 -1.970  -0.401
O 4.442 0.173 -1.340  -0.191
P 3.315 -0.545 -0.468  -0.092
O 1.932 -0.400 -1.324  -0.169
C 1.690 0.722 -2.246  0.831
C 1.272 0.184 -3.590  -1.262
O 2.950 0.713 0.566  0.142
C 4.026 1.342 1.317  -0.318
C 4.364 2.689 0.727  -1.094
H 5.905 -1.591 -3.828  0.460
H 4.828 -0.200 -3.973  0.282
H 4.224 -1.733 -3.311  0.189
H 6.361 0.037 -1.993  0.318
H 5.725 -1.471 -1.325  0.395
H 2.602 1.313 -2.312  0.810
H 0.901 1.327 -1.802  -0.669
H 2.039 -0.470 -4.005  0.231
H 1.125 1.016 -4.279  0.438
H 0.329 -0.360 -3.522  -0.008
H 4.895 0.681 1.323  0.452
H 3.669 1.433 2.344  0.193
H 4.727 2.582 -0.294  0.264
H 5.141 3.168 1.323  0.456
H 3.489 3.341 0.723  0.153

Properties
Energy ... -2056.415227 Eh
E_LUMO ... -4.8 eV
HOMO ... -12.6 eV
Orbital gap ... 7.80 eV
Total charge ... +2

Below is a cluster of 2 separate species, C27H41F3N2O8P2S in total in a non-equilibrium geometry, with properties calculated with ωB97M-V/def2-TZVPD.

Last column: Mulliken charge in e.
Cartesian coordinates (Å):
C -5.332 2.974 -3.565  -0.720
C -4.913 1.693 -4.043  -0.585
C -4.141 0.714 -3.056  0.393
C -4.720 -0.503 -2.572  0.367
C -6.170 -1.024 -2.995  -1.010
C -7.277 -0.650 -1.865  -0.218
O -7.399 0.811 -1.897  -0.528
C -8.718 -1.276 -2.159  0.673
F -9.775 -0.477 -1.604  -0.253
F -9.026 -1.376 -3.557  -0.259
F -8.878 -2.560 -1.536  -0.256
C -3.875 -1.407 -1.535  0.108
O -4.431 -2.030 -0.602  -0.554
C -2.278 -1.386 -1.786  0.402
C -1.434 -2.659 -1.462  -0.323
S -2.152 -4.230 -0.804  -0.210
C 0.118 -2.545 -1.738  -0.065
C 0.980 -3.854 -1.356  -1.057
C 1.119 -3.813 0.275  -0.291
C 2.592 -4.184 0.792  -0.386
C 2.813 -5.781 0.990  -0.422
N 3.903 -6.088 1.993  -0.637
C 0.759 -1.247 -2.340  0.467
P 2.645 -1.338 -2.651  0.585
O 2.824 -2.460 -3.725  -0.715
C -0.095 0.037 -2.663  0.216
C 0.559 1.381 -3.268  -0.745
C 1.762 1.968 -2.379  0.267
C 1.402 3.301 -1.550  -0.540
C 1.824 3.030 0.004  -0.844
C 3.399 3.192 0.271  -0.086
N 4.164 1.913 0.342  -0.595
C -1.633 -0.065 -2.353  0.007
C -2.655 1.144 -2.578  0.310
O -2.386 2.356 -2.375  -0.564
H -5.998 3.679 -4.182  0.283
H -5.043 3.360 -2.524  0.212
H -5.128 1.465 -5.150  0.340
H -6.161 -2.180 -3.036  0.406
H -6.536 -0.628 -4.001  0.374
H -6.891 -0.968 -0.831  0.395
H -7.927 0.972 -2.721  0.405
H -2.225 -4.191 0.581  0.178
H 2.004 -3.882 -1.855  0.437
H 0.447 -4.827 -1.627  0.400
H 0.928 -2.721 0.612  0.350
H 0.294 -4.458 0.761  0.167
H 3.444 -3.768 0.156  0.088
H 2.728 -3.727 1.848  0.221
H 3.130 -6.305 0.021  0.271
H 1.850 -6.288 1.365  0.235
H 4.808 -6.142 1.489  0.271
H 3.998 -5.322 2.676  0.267
H 3.162 -0.136 -3.235  0.088
H 3.290 -1.731 -1.434  0.058
H 1.027 1.051 -4.275  0.406
H -0.228 2.167 -3.549  0.334
H 2.186 1.213 -1.638  -0.513
H 2.612 2.236 -3.109  0.382
H 0.319 3.644 -1.641  0.235
H 2.076 4.182 -1.880  0.318
H 1.233 3.768 0.644  0.363
H 1.541 1.959 0.319  0.385
H 3.503 3.689 1.320  0.014
H 3.935 3.882 -0.476  0.265
H 4.633 1.780 1.250  0.309
H 3.603 1.093 0.087  0.137
C 2.450 0.281 5.259  -0.616
O 2.051 1.419 4.507  -0.482
P 3.128 2.756 4.394  1.394
O 4.246 1.848 3.882  -0.596
O 3.168 2.860 6.041  -0.367
C 1.983 3.264 6.717  -0.766
O 4.168 4.116 4.256  -0.458
C 5.271 4.219 5.140  -0.552
H 2.410 -0.596 4.610  0.201
H 3.460 0.373 5.669  0.329
H 1.750 0.144 6.084  0.253
H 1.765 2.529 7.495  0.232
H 1.126 3.323 6.042  0.368
H 2.146 4.235 7.185  0.294
H 5.754 3.255 5.299  0.295
H 4.943 4.636 6.097  0.209
H 5.994 4.907 4.699  0.245

Properties
SMILES ... C=CC1=C(C[C@@H](O)C(F)(F)F)C(=O)c2c(S)c(CCCCN)c([PH2]=O)c(CCCCCN)c2C1=O.COP(=O)(OC)OC
Energy ... -3144.853888 Eh
E_LUMO ... -3.4 eV
HOMO ... -9.0 eV
Orbital gap ... 5.60 eV

Below is a cluster of 2 separate species, C6H10N in total in a non-equilibrium geometry, with properties calculated with ωB97M-V/def2-TZVPD.

Last column: Mulliken charge in e.
Cartesian coordinates (Å):
C -1.874 1.246 -1.114  -0.239
C -1.668 -0.061 -0.917  -0.458
C -1.869 0.794 0.321  -0.508
C 1.266 -0.339 -0.831  -0.458
C 1.628 0.633 0.380  -0.460
C 1.330 -0.743 0.541  0.710
N 0.955 -1.685 1.289  -0.258
H -1.784 2.011 -1.855  0.373
H -1.150 1.305 0.850  0.154
H -2.833 0.794 0.897  0.250
H 0.345 -0.377 -1.253  0.031
H 2.142 -0.559 -1.470  0.284
H -1.535 -1.091 -1.191  0.537
H 0.913 1.313 0.812  0.168
H 2.575 1.054 0.306  0.289
H 0.680 -2.546 0.893  0.283
H 0.880 -1.749 2.340  0.303

Properties
Energy ... -288.926031 Eh
E_LUMO ... -4.6 eV
HOMO ... -12.7 eV
Orbital gap ... 8.10 eV
Relative energy (zero: lowest compared OMol25 entry of this formula, charge and spin) ... 4.270 eV
Total charge ... +1

Below is a cluster of 2 separate species, H5N3O in total in a non-equilibrium geometry, with properties calculated with ωB97M-V/def2-TZVPD.

Last column: Mulliken charge in e.
Cartesian coordinates (Å):
H -1.538 1.557 0.960  0.189
N -1.302 1.576 -0.031  -0.111
N -1.807 2.576 -0.624  -0.287
H -2.148 3.283 0.048  0.212
N 0.813 -1.760 0.003  -0.440
O 2.004 -1.919 -0.751  -0.380
H 1.129 -1.810 0.971  0.244
H 0.500 -0.803 -0.239  0.265
H 2.350 -2.700 -0.337  0.308

Properties
SMILES ... [H]/N=N\[H].NO
Energy ... -242.356033 Eh
E_LUMO ... 0.3 eV
HOMO ... -8.8 eV
Orbital gap ... 9.15 eV
Relative energy (zero: lowest compared OMol25 entry of this formula, charge and spin) ... 1.653 eV

Below is a cluster of 2 separate species, C4H9N2 in total in a non-equilibrium geometry, with properties calculated with ωB97M-V/def2-TZVPD.

Last column: Mulliken charge in e.
Cartesian coordinates (Å):
C 0.977 1.581 -1.835  -0.331
C -0.880 -0.777 1.060  -0.257
C 0.456 0.247 -1.428  -0.303
C 0.446 -0.214 0.914  -0.270
N -0.459 1.416 -1.454  -0.180
N 0.268 -1.509 1.225  -0.255
H 1.566 2.273 -1.104  0.212
H 1.036 1.816 -2.835  0.327
H -1.465 -0.478 1.988  0.224
H -1.498 -1.032 0.233  0.300
H 0.390 -0.626 -2.041  0.289
H 1.132 0.372 1.399  0.369
H -1.126 1.487 -2.210  0.287
H 0.432 -2.430 0.935  0.286
H -0.784 1.642 -0.514  0.304

Properties
Energy ... -266.856931 Eh
E_LUMO ... -3.9 eV
HOMO ... -13.1 eV
Orbital gap ... 9.27 eV
Relative energy (zero: lowest compared OMol25 entry of this formula, charge and spin) ... 6.595 eV
Total charge ... +1

Below is a cluster of 2 separate species, C10H16 in total in a non-equilibrium geometry, with properties calculated with ωB97M-V/def2-TZVPD.

Last column: Mulliken charge in e.
Cartesian coordinates (Å):
C -1.875 2.068 2.169  -1.092
C -1.424 0.632 2.561  -0.751
C -0.790 -0.090 1.401  0.615
C -1.449 -0.200 0.181  -0.274
C -0.959 -1.030 -0.824  -0.657
C 0.219 -1.714 -0.630  -0.395
C 1.002 -1.453 0.491  -0.551
C 0.499 -0.629 1.482  -0.440
H -1.166 2.497 1.475  0.347
H -2.025 2.541 3.133  0.380
H -2.841 2.028 1.663  0.264
H -0.680 0.728 3.354  0.347
H -2.213 0.044 3.034  0.370
H -2.457 0.186 0.158  0.325
H -1.526 -1.159 -1.738  0.419
H 0.469 -2.451 -1.386  0.384
H 2.010 -1.846 0.522  0.393
H 1.063 -0.539 2.404  0.303
C 2.595 0.457 -3.515  -0.944
C 1.584 0.881 -2.458  -0.633
H 2.215 0.594 -4.529  0.295
H 3.465 1.100 -3.376  0.274
H 2.905 -0.586 -3.451  0.287
H 2.003 0.741 -1.466  0.208
H 0.591 0.438 -2.483  0.168
H 1.313 1.926 -2.633  0.354

Properties
SMILES ... CCc1ccccc1.CC
Energy ... -390.614629 Eh
E_LUMO ... 1.0 eV
HOMO ... -9.0 eV
Orbital gap ... 10.01 eV
Relative energy (zero: lowest compared OMol25 entry of this formula, charge and spin) ... 0.578 eV

Below is a structure of composition C27H26MgN4O3Si, with properties calculated with ωB97M-V/def2-TZVPD.

Last column: Mulliken charge in e.
Cartesian coordinates (Å):
Mg -0.288 0.604 0.302  0.145
O -3.110 3.663 0.438  -0.689
C -2.427 2.672 0.304  0.057
N -1.181 2.391 0.789  0.601
C -0.478 3.302 1.527  0.106
O -0.772 4.427 1.863  -0.690
C 0.900 2.763 1.931  0.380
C 1.791 3.591 2.592  -0.628
C 3.035 3.087 2.930  -0.311
C 3.352 1.778 2.596  -0.908
C 2.406 1.018 1.933  -0.412
N 1.203 1.498 1.614  0.358
C -2.983 1.514 -0.528  0.347
C -4.191 1.665 -1.188  -0.714
C -4.651 0.619 -1.968  -0.314
C -3.892 -0.537 -2.072  -1.019
C -2.697 -0.606 -1.380  -0.260
N -2.257 0.394 -0.616  0.265
H 1.481 4.602 2.816  0.555
H 3.755 3.710 3.444  0.429
H 4.315 1.351 2.837  0.438
H 2.607 -0.005 1.634  0.523
H -4.724 2.598 -1.073  0.568
H -5.590 0.707 -2.500  0.430
H -4.213 -1.370 -2.682  0.432
H -2.052 -1.475 -1.443  0.482
C 0.385 2.425 -2.470  -0.915
Si 1.362 0.835 -2.575  0.052
C 0.938 0.017 -4.207  -1.174
C 3.183 1.280 -2.566  -1.153
N 0.889 -0.098 -1.208  0.405
C 1.361 -1.345 -0.915  0.371
C 2.328 -2.069 -1.646  -0.423
C 2.776 -3.324 -1.263  -1.101
C 2.296 -3.944 -0.120  -0.819
C 1.336 -3.279 0.639  -0.656
C 0.896 -2.045 0.224  0.458
O -0.074 -1.325 0.979  0.383
C -0.890 -1.982 1.897  -0.021
C -1.738 -2.991 1.475  0.275
C -2.593 -3.564 2.404  -0.858
C -2.597 -3.121 3.722  -0.544
C -1.740 -2.107 4.120  -0.740
C -0.869 -1.531 3.202  -0.183
H 0.622 3.062 -3.327  0.441
H 0.611 3.001 -1.568  0.196
H -0.694 2.247 -2.487  0.187
H 1.180 0.675 -5.046  0.365
H -0.134 -0.193 -4.247  0.298
H 1.464 -0.926 -4.366  0.340
H 3.416 1.969 -3.382  0.367
H 3.841 0.415 -2.664  0.348
H 3.435 1.781 -1.626  0.299
H 2.743 -1.618 -2.539  0.258
H 3.521 -3.819 -1.874  0.399
H 2.653 -4.917 0.185  0.397
H 0.936 -3.725 1.540  0.476
H -1.713 -3.322 0.445  0.446
H -3.264 -4.355 2.097  0.403
H -3.274 -3.569 4.437  0.416
H -1.745 -1.760 5.144  0.443
H -0.185 -0.740 3.483  0.393

Properties
Energy ... -1979.041793 Eh
E_LUMO ... 0.0 eV
HOMO ... -7.2 eV
Orbital gap ... 7.15 eV

- The lowest orbital gap belongs to which entry?
  C27H41F3N2O8P2S